# 1
Below is a cluster of 2 separate species, CHN2O3 in total, with properties calculated with ωB97M-V/def2-TZVPD.

```
7
Properties=species:S:1:pos:R:3
C -0.311 1.079 -1.415
N -0.173 -0.765 1.588
N 0.629 -0.854 0.812
O -0.340 1.583 -2.426
O 1.554 -1.018 0.227
O -0.212 0.501 -0.407
H -1.147 -0.527 1.622
```

- E_HOMO (eV) = -18.018
- HOMO-LUMO gap (eV) = 11.5177
- total charge = +1
- E_tot (eV) = -10164.165
- ΔE to the lowest compared entry with this formula, charge and spin (eV) = 0.879

Löwdin population analysis, charges in e, atoms 1 to 6:
1 C -0.3178
2 N 0.4104
3 N -0.1582
4 O 0.3263
5 O 0.3907
6 O 0.1469

---

# 2
Below is an isolated molecule of C6H12O2S2, with properties calculated with ωB97M-V/def2-TZVPD.

```
22
Properties=species:S:1:pos:R:3
C 0.579 -0.888 -1.622
S 0.406 0.530 -0.740
O 0.564 1.808 -1.396
O -0.954 0.618 0.377
C -2.192 1.159 0.070
S -3.319 -0.267 -0.509
C -3.229 -1.425 0.903
C 1.802 0.416 0.488
C 3.122 0.917 -0.159
C 2.987 -0.514 0.444
H 0.356 -1.622 -0.894
H -0.171 -0.948 -2.375
H -2.208 1.849 -0.763
H -2.672 1.508 0.994
H -4.156 -1.335 1.588
H -2.289 -1.242 1.326
H -3.200 -2.414 0.557
H 1.384 0.870 1.378
H 3.481 1.815 0.394
H 3.077 1.122 -1.219
H 3.189 -1.319 -0.313
H 3.443 -0.640 1.468
```

- E_HOMO (eV) = -8.565
- HOMO-LUMO gap (eV) = 9.3711
- SMILES string = C=[S@@](=O)(OCSC)C1CC1
- E_tot (eV) = -32176.820
- ΔE to the lowest compared entry with this formula, charge and spin (eV) = 6.214

Löwdin population analysis, charges in e, atoms 1 to 6:
1 C -0.2128
2 S 0.8400
3 O -0.3348
4 O -0.3842
5 C -0.4912
6 S 0.7652